[1]
This record from the Open Molecules 2025 dataset describes a cluster of 10 separate species, C48H118N10O4 in total. The level of theory is ωB97M-V/def2-TZVPD.

Last column: Löwdin charge in e.
Element x y z (Å)
C -4.18198 -9.84428 -6.56215  -0.065
C -5.13619 -9.23659 -7.66627  -0.232
N -5.40510 -7.77369 -7.47351  -0.164
C -4.40000 -7.00965 -8.13821  -0.325
C -4.35882 -5.53870 -7.84059  -0.087
C -6.71099 -7.38690 -8.05852  -0.265
C -7.88652 -7.71611 -7.11001  -0.081
H -3.25041 -9.28209 -6.62713  0.054
H -3.97219 -10.86396 -6.88517  0.062
H -4.58144 -9.82104 -5.54826  0.066
H -4.79647 -9.49998 -8.66793  0.105
H -6.09607 -9.74868 -7.73334  0.094
H -3.38651 -7.33766 -7.90722  0.114
H -4.46756 -7.20636 -9.20818  0.113
H -5.29669 -4.98407 -7.81094  0.064
H -3.84127 -5.36596 -6.89698  0.078
H -3.80532 -5.20879 -8.71973  0.079
H -6.97812 -7.60302 -9.09294  0.114
H -6.64664 -6.30368 -8.16150  0.082
H -7.64867 -7.23563 -6.16098  0.072
H -7.77208 -8.73771 -6.74760  0.051
H -8.90066 -7.66330 -7.50602  0.071
C 6.16495 -5.30862 -5.06288  -0.063
C 6.60540 -5.88532 -6.48848  -0.228
N 6.63214 -7.32936 -6.71319  -0.238
C 5.35454 -7.92652 -7.15286  -0.180
C 5.14342 -7.82589 -8.76379  -0.069
C 7.83007 -7.80132 -7.36153  -0.296
C 8.96194 -7.60306 -6.38989  -0.096
H 5.31341 -5.80738 -4.60005  0.058
H 5.83523 -4.27542 -5.17181  0.055
H 6.98041 -5.13304 -4.36124  0.056
H 5.93574 -5.48235 -7.24826  0.099
H 7.51474 -5.40866 -6.85454  0.103
H 5.37472 -8.98747 -6.90371  0.095
H 4.60197 -7.49539 -6.49265  0.102
H 4.19392 -7.33785 -8.98373  0.050
H 5.90601 -7.40639 -9.41997  0.056
H 5.02361 -8.83804 -9.15018  0.051
H 8.01884 -7.45192 -8.37660  0.110
H 7.70197 -8.88159 -7.43026  0.114
H 8.66962 -7.92293 -5.38972  0.087
H 9.38787 -6.60775 -6.51657  0.070
H 9.71056 -8.33203 -6.70016  0.067
C -3.59692 -4.48007 1.68613  -0.107
C -4.55084 -3.48869 2.24565  -0.309
N -4.67256 -2.25961 1.45939  -0.148
C -5.41227 -1.30468 2.33389  -0.279
C -5.51358 0.08857 1.73320  -0.102
C -5.30253 -2.53710 0.08511  -0.217
C -6.62215 -3.36421 0.10099  -0.076
H -2.57425 -4.13083 1.54376  0.079
H -3.91297 -4.87667 0.72129  0.063
H -3.54914 -5.38506 2.29177  0.075
H -5.52317 -3.94883 2.42151  0.108
H -4.09410 -3.17552 3.18449  0.114
H -6.40232 -1.67085 2.60558  0.106
H -4.90900 -0.98101 3.24497  0.109
H -4.58784 0.64107 1.57246  0.072
H -5.93761 -0.10483 0.74786  0.053
H -6.10099 0.67584 2.43900  0.075
H -4.57567 -2.97734 -0.59751  0.097
H -5.35508 -1.63167 -0.51947  0.091
H -6.44091 -4.40735 0.36006  0.063
H -7.14646 -3.31238 -0.85321  0.071
H -7.25436 -2.89458 0.85456  0.063
C 2.48015 -2.40666 11.52854  -0.077
C 2.32829 -3.91128 11.81345  -0.300
N 1.52991 -4.60119 10.83098  -0.187
C 0.83379 -5.79383 11.39320  -0.229
C -0.42436 -5.35798 12.21891  -0.088
C 2.44829 -4.95987 9.66952  -0.222
C 1.66102 -5.56353 8.48575  -0.100
H 3.00782 -2.39236 10.57489  0.052
H 3.24036 -1.99625 12.19319  0.070
H 1.50828 -1.91315 11.52621  0.078
H 3.29975 -4.40179 11.87477  0.109
H 1.81416 -3.92640 12.77446  0.100
H 1.53617 -6.29595 12.05851  0.106
H 0.41390 -6.44155 10.62362  0.095
H -1.12215 -4.92036 11.50500  0.064
H -0.20149 -4.63883 13.00710  0.059
H -1.13280 -6.14453 12.47881  0.063
H 2.79417 -4.01495 9.25048  0.099
H 3.21772 -5.66561 9.98258  0.111
H 2.28156 -5.61874 7.59133  0.066
H 1.29299 -6.54446 8.78644  0.056
H 0.91074 -4.87374 8.09926  0.075
C 1.00698 6.76840 11.07696  -0.063
C 0.92327 8.04859 10.08361  -0.216
N -0.44715 8.39934 9.85802  -0.226
C -1.17119 7.43252 9.00332  -0.240
C -2.35313 8.10216 8.36448  -0.100
C -1.11511 8.99500 10.98668  -0.286
C -0.40069 10.09462 11.65558  -0.101
H 0.52991 5.86225 10.70360  0.053
H 0.47315 6.94076 12.01152  0.052
H 2.05125 6.55590 11.30600  0.057
H 1.45254 8.88601 10.53825  0.091
H 1.35118 7.84157 9.10272  0.106
H -0.61496 6.92637 8.21432  0.119
H -1.49898 6.61033 9.63944  0.102
H -2.16444 8.36359 7.32326  0.073
H -3.20386 7.42186 8.32510  0.068
H -2.87852 8.88813 8.90699  0.062
H -1.30310 8.13834 11.63390  0.109
H -2.09062 9.37006 10.67716  0.105
H 0.51554 9.84791 12.19199  0.071
H -1.05404 10.53710 12.40754  0.079
H -0.13690 10.89457 10.96378  0.087
C -10.40617 2.61511 -2.56819  -0.085
C -9.63489 3.32382 -3.68292  -0.256
N -9.17972 2.39322 -4.71212  -0.215
C -8.10524 2.85380 -5.57406  -0.255
C -6.90165 3.28075 -4.74198  -0.091
C -10.31202 1.82822 -5.43363  -0.278
C -10.27384 0.39884 -5.97702  -0.077
H -9.99184 1.61746 -2.42286  0.082
H -11.40632 2.50193 -2.98649  0.054
H -10.50074 3.17131 -1.63556  0.072
H -10.22462 4.04258 -4.25187  0.117
H -8.81490 3.78757 -3.13460  0.100
H -7.86745 2.14507 -6.36732  0.111
H -8.53579 3.69398 -6.11886  0.108
H -7.09394 4.22241 -4.22779  0.060
H -6.60498 2.52382 -4.01593  0.081
H -6.10440 3.51023 -5.44896  0.069
H -10.70472 2.56526 -6.13410  0.113
H -11.16049 1.71866 -4.75821  0.089
H -10.32921 -0.29622 -5.13922  0.071
H -9.33036 0.24270 -6.50006  0.059
H -11.09590 0.17134 -6.65566  0.073
C 0.90535 0.59371 2.81920  0.006
C 1.26667 0.87199 1.32512  -0.576
O 2.15356 1.64277 1.07161  0.053
N 0.44213 0.37843 0.40708  -0.019
C 0.56649 0.53818 -0.99427  -0.087
H 1.47372 1.31187 3.41022  0.078
H 1.26473 -0.43360 2.87911  0.076
H -0.16794 0.63376 3.00506  0.069
H -0.47461 0.03145 0.65058  0.138
H 0.10250 -0.35605 -1.41040  0.086
H 1.62762 0.61202 -1.23229  0.091
H 0.08950 1.41967 -1.42268  0.085
C 12.73899 5.72688 -2.11155  -0.003
C 11.89420 4.40584 -1.93012  -0.564
O 12.33154 3.29094 -2.24225  0.016
N 10.68910 4.62878 -1.51735  -0.004
C 9.62190 3.61831 -1.56423  -0.042
H 13.21780 6.16091 -1.23379  0.071
H 12.05356 6.44801 -2.55681  0.064
H 13.49610 5.67006 -2.89363  0.072
H 10.53636 5.55930 -1.15555  0.140
H 8.71321 4.19814 -1.72600  0.078
H 9.52268 3.16332 -0.57872  0.082
H 9.69500 2.86677 -2.35033  0.091
C 1.85245 4.49875 -8.36453  0.008
C 2.63407 4.55969 -7.02670  -0.520
O 3.51401 3.75515 -6.71498  0.027
N 2.42299 5.61700 -6.21645  -0.039
C 3.24888 5.86206 -5.16222  -0.128
H 1.09129 3.72198 -8.43761  0.078
H 2.63262 4.42474 -9.12213  0.082
H 1.39888 5.48374 -8.47490  0.062
H 1.57313 6.15412 -6.31309  0.143
H 3.05092 6.80138 -4.64589  0.091
H 4.31952 5.87414 -5.36637  0.099
H 2.98322 5.06832 -4.46401  0.096
C 8.96059 12.10173 1.63797  -0.014
C 8.28564 10.90355 1.09263  -0.609
O 8.40900 10.61787 -0.05408  0.075
N 7.69774 10.12138 2.06854  0.003
C 6.89221 8.94333 1.69018  -0.068
H 8.44605 12.53272 2.49681  0.080
H 9.29989 12.72407 0.80992  0.092
H 9.89016 11.68110 2.02145  0.091
H 7.49761 10.66618 2.89512  0.120
H 7.04979 8.60004 0.66772  0.079
H 5.87345 9.32728 1.63715  0.077
H 6.89830 8.06658 2.33776  0.075

As for the LUMO energy: 0.41 eV. As for the SMILES: CCN(CC)CC.CCN(CC)CC.CCN(CC)CC.CCN(CC)CC.CCN(CC)CC.CCN(CC)CC.CNC(C)=O.CNC(C)=O.CNC(C)=O.CNC(C)=O. The max |F| is 4.7 eV/A. The value obtained for the highest occupied orbital energy is -7.80 eV. The value obtained for the energy above the lowest of the compared OMol25 structures with the same formula, charge and spin is 537.8 kJ/mol.


[2]
This record from the Open Molecules 2025 dataset describes a cluster of 2 separate species, C4H12 in total. The level of theory is ωB97M-V/def2-TZVPD.

Last column: natural (NBO) charge in e.
Element x y z (Å)
C -0.29181 2.38888 0.79084  -0.603
C -1.48192 2.54033 -0.07711  -0.619
H 0.52649 2.75054 0.27173  0.202
H -0.49825 3.01146 1.67107  0.203
H 0.03137 1.31249 1.01510  0.203
H -1.54480 3.12462 -0.94183  0.209
H -1.61477 1.50624 -0.32874  0.209
H -2.25671 2.94109 0.64489  0.196
C 1.34083 -1.86121 -0.58335  -0.594
C 0.37034 -2.96650 -0.10106  -0.625
H 2.13549 -2.15805 -1.42109  0.201
H 0.93725 -1.16704 -1.14790  0.195
H 1.87195 -1.41643 0.35920  0.200
H 0.29644 -3.57136 -0.99472  0.205
H 0.79592 -3.72558 0.61924  0.207
H -0.61782 -2.70946 0.22372  0.211

As for the LUMO energy: 1.03 eV. As for the SMILES: CC.CC. The max |F| is 6.0 eV/A. The value obtained for the highest occupied orbital energy is -11.17 eV. The value obtained for the energy above the lowest of the compared OMol25 structures with the same formula, charge and spin is 172.8 kJ/mol.